[1]
{"formula": "C36H45BrN2O10P2", "method": "ωB97M-V/def2-TZVPD", "species": ["C", "C", "C", "O", "C", "C", "C", "C", "C", "C", "C", "O", "C", "C", "O", "C", "C", "C", "P", "O", "Br", "C", "N", "C", "C", "C", "C", "O", "C", "C", "O", "O", "C", "P", "N", "O", "O", "C", "O", "H", "H", "H", "H", "H", "H", "H", "H", "H", "H", "H", "H", "H", "H", "H", "H", "H", "H", "H", "H", "H", "H", "H", "H", "H", "H", "H", "H", "H", "H", "H", "H", "H", "C", "C", "C", "C", "C", "C", "H", "H", "H", "H", "H", "H", "C", "C", "C", "C", "C", "C", "H", "H", "H", "H", "H", "H"], "coordinates": [[2.648677, -3.875783, 2.744612], [3.131201, -3.438224, 1.298479], [2.707712, -1.944057, 1.017609], [1.354655, -1.658813, 1.365802], [0.493709, -1.612189, 0.225747], [-0.775766, -0.746045, 0.546424], [-2.123871, -1.301337, 0.388373], [-2.294173, -2.771538, -0.098944], [-2.145433, -2.912934, -1.681472], [-3.287741, -3.850471, -2.220062], [-3.556917, -3.722505, -3.775397], [-3.287821, -2.414211, -4.314346], [-2.042394, -2.325903, -4.909872], [-1.194978, -1.046951, -4.550019], [-1.580164, -3.112323, -5.690154], [-3.262331, -0.435303, 0.715570], [-3.099798, 0.940016, 1.218200], [-1.750326, 1.500914, 1.418664], [-1.713832, 3.230145, 2.118695], [-1.839613, 4.250089, 0.758726], [0.259091, 3.725061, 3.092556], [-0.612331, 0.646489, 1.052411], [0.733099, 1.122438, 1.167562], [1.197874, 1.659603, 0.081930], [0.647770, 3.007557, -0.524386], [2.406045, 1.038755, -0.720402], [-4.392753, 1.715683, 1.504234], [-4.551355, 2.907744, 1.390317], [-5.643414, 0.870617, 1.943708], [-6.649777, 1.620273, 2.881012], [-6.098597, 1.869170, 4.184199], [-6.729677, 0.946221, 5.026308], [-5.815029, -0.402711, 1.488532], [-7.333411, -1.377890, 1.975537], [-7.413527, -2.788189, 1.283773], [-8.704988, -0.526202, 1.503942], [-7.373521, -1.641561, 3.613640], [-4.711862, -0.983906, 0.526552], [-5.017300, -1.777991, -0.319005], [1.529567, -3.882624, 2.824828], [3.090002, -4.873016, 3.014186], [3.057939, -3.134157, 3.484944], [2.726954, -4.117685, 0.502222], [4.251322, -3.478720, 1.275928], [3.353240, -1.303113, 1.686655], [2.983044, -1.702045, -0.040353], [0.206593, -2.681971, 0.006069], [1.012897, -1.256238, -0.706688], [-3.275188, -3.211979, 0.223717], [-1.517275, -3.447548, 0.354446], [-1.135803, -3.364217, -1.901960], [-2.146381, -1.898185, -2.144285], [-3.001014, -4.912703, -1.984868], [-4.261423, -3.663936, -1.691804], [-4.656516, -3.905438, -3.926175], [-3.036282, -4.555301, -4.308344], [-1.935664, -0.277866, -4.195662], [-0.679007, -0.650821, -5.454660], [-0.494929, -1.300587, -3.713731], [-2.675574, 4.723927, 0.942530], [0.635838, 3.829868, 0.229959], [-0.426597, 2.813625, -0.797762], [1.203522, 3.326695, -1.436362], [1.928127, 0.421419, -1.526159], [3.102706, 0.461485, -0.073304], [2.917949, 1.888334, -1.253668], [-7.652755, 1.140168, 2.951407], [-6.817735, 2.627271, 2.401545], [-6.258801, 0.103569, 4.851317], [-8.269478, -2.789949, 0.717575], [-8.460361, 0.178583, 0.877187], [-7.713008, -2.548330, 3.755230], [7.588099, 0.094689, -3.426642], [8.276281, 0.424112, -2.265139], [7.604113, 0.480395, -1.050413], [6.241965, 0.211193, -0.997862], [5.552287, -0.109209, -2.160887], [6.224854, -0.169209, -3.374996], [8.114080, 0.044516, -4.372621], [9.338205, 0.636479, -2.306650], [8.141670, 0.734035, -0.144147], [5.717538, 0.252470, -0.049461], [4.488283, -0.313579, -2.120598], [5.687023, -0.421387, -4.281427], [3.655431, 4.603148, 1.765104], [3.999182, 3.582142, 0.890420], [5.249633, 3.574026, 0.283982], [6.156574, 4.592347, 0.550760], [5.810154, 5.619681, 1.419821], [4.560617, 5.624602, 2.028234], [2.681351, 4.604901, 2.242566], [3.292209, 2.790818, 0.681846], [5.518016, 2.773702, -0.396936], [7.132894, 4.585612, 0.080395], [6.515052, 6.417391, 1.623972], [4.291447, 6.424878, 2.707664]], "atomic_forces_ev_per_a": [[0.541, 0.213, -0.392], [-0.567, 0.298, 0.638], [1.342, -0.623, 0.773], [0.312, 0.175, -1.334], [-0.787, -0.521, 0.155], [-1.224, 0.840, 0.589], [0.720, 1.295, 0.588], [0.133, -0.208, -0.081], [-0.237, -0.270, 0.601], [0.066, 0.334, -0.313], [-1.239, -1.526, 0.581], [1.624, -0.508, 0.143], [1.216, 1.268, -0.360], [-1.796, 0.124, 0.270], [-0.682, -0.365, 0.523], [0.461, 0.540, 0.390], [1.154, -1.327, -0.300], [-0.108, -2.006, -1.432], [-1.425, 0.565, -0.050], [0.086, -0.938, 1.227], [-0.189, -0.430, -0.644], [-1.370, 0.439, 0.669], [-0.446, -1.658, -2.677], [0.807, 1.079, -0.101], [-0.767, -1.321, -0.413], [-0.299, 1.700, 0.431], [-0.522, -1.094, 0.077], [0.566, -0.248, 0.042], [-0.015, -0.518, 0.343], [0.300, 1.151, -1.420], [-0.197, -0.033, -1.405], [0.052, -1.040, 0.836], [0.483, 1.248, 1.073], [-1.485, -2.720, -1.302], [-0.160, 1.149, 0.428], [1.952, 0.293, 0.905], [0.398, 1.334, -1.312], [-0.037, 0.612, 0.719], [0.314, 0.265, 0.046], [1.113, -0.079, -0.067], [-0.626, 0.833, -0.280], [-0.498, -0.642, -0.612], [0.343, 0.496, 0.717], [-0.918, 0.001, -0.170], [-0.677, -0.463, -0.616], [-0.548, -0.042, 0.696], [-0.037, 1.178, 0.016], [-0.388, -0.038, 0.983], [0.902, 0.725, -0.340], [-0.708, 0.927, -0.138], [-0.935, 0.416, 0.099], [-0.323, -0.820, 0.299], [-0.307, 0.908, -0.347], [1.111, 0.111, -0.356], [1.074, 0.277, 0.012], [-0.124, 1.103, 0.068], [0.921, -0.530, -0.139], [-0.254, -0.607, 0.786], [-0.524, 0.228, -0.863], [0.479, -0.185, -0.217], [0.212, -0.837, -0.477], [0.858, 0.412, 0.141], [-0.411, -0.295, 0.741], [0.391, 0.331, 0.784], [-0.630, 0.339, -0.592], [-0.153, -1.044, 0.510], [0.932, 0.144, 0.148], [0.253, -0.854, 0.526], [-0.248, 0.399, 0.183], [0.536, -0.296, 0.078], [-0.192, -0.242, 0.248], [0.199, 0.401, -0.454], [-0.029, 0.015, 0.031], [-0.027, -0.009, -0.003], [-0.001, 0.000, -0.004], [-0.016, -0.036, -0.040], [0.026, -0.008, 0.015], [0.024, 0.010, 0.005], [-0.024, 0.012, 0.038], [-0.047, -0.019, 0.005], [-0.029, -0.008, -0.034], [0.029, 0.002, -0.021], [0.048, -0.005, -0.011], [0.024, 0.005, 0.039], [-0.001, 0.124, 0.071], [0.076, 0.057, 0.029], [-0.024, -0.009, -0.023], [-0.028, 0.007, 0.014], [-0.014, -0.014, 0.012], [0.019, -0.037, -0.042], [0.156, 0.009, -0.099], [0.097, 0.089, 0.148], [-0.004, 0.059, 0.019], [-0.040, -0.001, 0.006], [-0.028, -0.040, -0.005], [0.012, -0.034, -0.026]], "lumo_ev": -1.58, "orbital_gap_ha": 0.25537, "relative_energy_kcal_mol": 0.0, "smiles": "CCCOCc1c(CCCCOC(C)=O)c2c(c(P(O)Br)c1N=C(C)C)C(=O)C(COO)=C(P(=N)(O)O)C2=O.c1ccccc1.c1ccccc1", "total_energy_ev": -150130.903, "homo_ev": -8.5264, "max_force_ev_per_a": 3.4}

[2]
{"formula": "C46H59N7O9", "method": "ωB97M-V/def2-TZVPD", "species": ["C", "C", "O", "C", "O", "O", "C", "H", "H", "H", "H", "H", "H", "H", "H", "C", "C", "O", "C", "O", "O", "C", "H", "H", "H", "H", "H", "H", "H", "H", "C", "C", "O", "C", "O", "O", "C", "H", "H", "H", "H", "H", "H", "H", "H", "C", "C", "C", "N", "C", "H", "H", "H", "H", "H", "C", "C", "C", "N", "C", "C", "H", "H", "H", "H", "H", "C", "C", "C", "N", "C", "C", "H", "H", "H", "H", "H", "C", "C", "C", "N", "C", "C", "H", "H", "H", "H", "H", "C", "C", "C", "N", "C", "C", "H", "H", "H", "H", "H", "C", "C", "C", "N", "C", "C", "H", "H", "H", "H", "H", "C", "C", "C", "N", "C", "C", "H", "H", "H", "H", "H"], "coordinates": [[10.388782, 16.009679, 11.704943], [11.046610, 14.798446, 12.265558], [10.118791, 13.714128, 12.280549], [9.995696, 13.149429, 11.066077], [10.673179, 13.460640, 10.067298], [9.068725, 12.242606, 11.097047], [8.991407, 11.437702, 9.948285], [9.983523, 15.772043, 10.739448], [11.045511, 16.872989, 11.540877], [9.556204, 16.440374, 12.337360], [11.180786, 14.908451, 13.350808], [11.985945, 14.503817, 11.857733], [8.340598, 10.586164, 10.177210], [10.021403, 11.183694, 9.623289], [8.570688, 12.026198, 9.147618], [7.335154, 18.442155, 16.355541], [8.407209, 19.318210, 15.798668], [9.694787, 18.846335, 16.192773], [10.110337, 17.705201, 15.697226], [9.559513, 17.008357, 14.835002], [11.173702, 17.281732, 16.375510], [11.825436, 16.144788, 15.811128], [7.574241, 18.213642, 17.387512], [7.295734, 17.517052, 15.807255], [6.377130, 18.948721, 16.417729], [8.360144, 20.358167, 16.097591], [8.450642, 19.354577, 14.714622], [12.411341, 16.407802, 14.932299], [11.077161, 15.358948, 15.649569], [12.535109, 15.826589, 16.602878], [18.287239, 21.990774, 16.672289], [18.864520, 20.700722, 17.187935], [17.793256, 19.724567, 17.462450], [18.213308, 18.654933, 18.201129], [19.282306, 18.553290, 18.758324], [17.276094, 17.749520, 18.167454], [17.358542, 16.631076, 18.946929], [17.678298, 21.802031, 15.804928], [19.090161, 22.676990, 16.376713], [17.605493, 22.450559, 17.364763], [19.475281, 20.854937, 18.072023], [19.539383, 20.213479, 16.496420], [18.303988, 16.069156, 18.810667], [16.521325, 16.007486, 18.604367], [17.210825, 16.843073, 20.000579], [12.856040, 11.301186, 17.091562], [13.922478, 11.565504, 17.992613], [13.779546, 12.834970, 18.498855], [12.659105, 13.388223, 17.912297], [12.061447, 12.415905, 17.141658], [12.666549, 10.426851, 16.465173], [14.808306, 10.975238, 18.088023], [14.450188, 13.396878, 19.112046], [12.253900, 14.263848, 18.180907], [11.240079, 12.695227, 16.496412], [14.522018, 18.269464, 7.972342], [14.111404, 18.854904, 9.201093], [13.935395, 18.020488, 10.305621], [14.132074, 16.714874, 10.217725], [14.460010, 16.125165, 9.050126], [14.652749, 16.892248, 7.883852], [14.695853, 18.835239, 7.053876], [13.946845, 19.925403, 9.267590], [13.722014, 18.338416, 11.317737], [14.744253, 15.067852, 9.103116], [14.943805, 16.397769, 6.983635], [13.017389, 10.938976, 13.534319], [11.663779, 11.257861, 13.799026], [10.800456, 10.262124, 14.151490], [11.153038, 9.001801, 14.208010], [12.455769, 8.664322, 14.066836], [13.389297, 9.600781, 13.660438], [13.721316, 11.766058, 13.349627], [11.373741, 12.301286, 13.820874], [9.753765, 10.499486, 14.388418], [12.577830, 7.605627, 14.171283], [14.401819, 9.299145, 13.480491], [14.610560, 19.622144, 16.083466], [15.488205, 19.736625, 14.972185], [14.851263, 19.849085, 13.748304], [13.528626, 19.892151, 13.564053], [12.717466, 19.781251, 14.615963], [13.235842, 19.573493, 15.889461], [15.054258, 19.465731, 17.061493], [16.557874, 19.704380, 15.104917], [15.420198, 19.914477, 12.836081], [11.659441, 19.824974, 14.372841], [12.569048, 19.491014, 16.713066], [16.062802, 12.568512, 11.562251], [17.094681, 12.724786, 12.467606], [17.998985, 11.611932, 12.619803], [17.987010, 10.514512, 11.875715], [16.977073, 10.380675, 11.006090], [16.019947, 11.346890, 10.826112], [15.266200, 13.260173, 11.469330], [17.151512, 13.544706, 13.175412], [18.856090, 11.734792, 13.303175], [17.012575, 9.419999, 10.481633], [15.139674, 11.215325, 10.177545], [17.948218, 17.371969, 11.362558], [18.212749, 18.657854, 11.829408], [18.574982, 18.816987, 13.155234], [18.861355, 17.765020, 13.965996], [18.705038, 16.550303, 13.451498], [18.216895, 16.269951, 12.194270], [17.562734, 17.281044, 10.358759], [17.997757, 19.538378, 11.262037], [18.768014, 19.813154, 13.544314], [18.966530, 15.798459, 14.201288], [18.103321, 15.235715, 11.808497], [15.428894, 16.038639, 15.102176], [15.102718, 16.166671, 13.754719], [14.356756, 15.207655, 13.116556], [13.971581, 14.093887, 13.746483], [14.350671, 13.925655, 15.020446], [15.102084, 14.844149, 15.769058], [15.919191, 16.836889, 15.667106], [15.322840, 17.095314, 13.247253], [13.972666, 15.313314, 12.105810], [13.994953, 12.999274, 15.496318], [15.180934, 14.779167, 16.868290]], "atomic_forces_ev_per_a": [[-0.895, 1.744, 0.108], [-0.516, 0.563, 2.530], [-0.331, -0.880, -1.487], [2.105, 1.664, -1.446], [-1.427, -0.842, 2.114], [-0.684, -0.565, 1.005], [0.499, -0.413, -0.943], [-0.243, -0.060, -0.567], [0.328, -0.383, 0.124], [0.879, -0.922, -0.415], [0.371, 0.323, -0.305], [0.437, -0.156, -0.686], [0.436, 0.211, -0.002], [-0.724, -0.329, 0.249], [-0.299, 0.078, -0.369], [-0.207, 0.166, 0.545], [0.265, 0.329, -1.085], [0.795, 0.446, 0.683], [-1.275, -2.591, -1.120], [0.826, 1.833, 1.099], [0.218, 0.786, -0.127], [0.398, -0.655, 1.212], [0.188, -0.117, 0.290], [-0.316, -0.281, -0.199], [-0.183, -0.011, -0.436], [0.046, 0.028, 0.523], [-0.500, -0.208, -0.297], [-0.264, -0.035, -0.190], [0.399, 0.149, -0.282], [-0.410, 0.161, -0.602], [-0.001, -0.376, -0.432], [0.051, -0.541, 0.434], [0.882, -0.063, 0.531], [1.395, 1.319, -0.338], [-0.703, 0.082, -0.232], [-1.328, 1.304, -1.328], [0.194, -2.400, 0.679], [-0.141, -0.109, -0.617], [-0.190, -0.128, 0.248], [0.012, 0.312, 0.615], [-0.284, -0.010, 0.367], [0.038, -0.005, -0.509], [-0.415, 0.422, 0.055], [0.322, -0.008, 0.226], [0.115, 0.169, 0.203], [-0.445, 0.227, 0.391], [0.425, 0.226, -0.343], [-0.219, -0.267, -0.846], [0.262, -1.064, 0.603], [-0.180, 0.751, -1.001], [0.183, 0.352, 0.401], [0.175, -0.366, 0.377], [0.036, 0.210, 0.318], [-0.175, 0.027, -0.033], [-0.169, -0.184, 0.267], [-0.702, 0.148, 0.550], [0.337, -0.296, -0.878], [0.412, -0.068, -0.769], [0.261, -1.573, -0.455], [0.473, 1.424, 0.368], [-0.093, -0.449, 1.406], [-0.116, 0.192, 0.519], [0.100, -0.120, 0.073], [-0.285, 0.596, -0.115], [-0.526, 0.293, -0.158], [0.148, -0.099, -0.517], [-1.064, 0.174, 0.468], [2.099, 0.986, -0.074], [-1.059, 0.270, -0.140], [0.651, -1.325, 0.890], [-2.038, 0.930, -0.871], [0.345, 0.255, 0.169], [-0.333, -0.666, -0.170], [-0.132, -0.102, -0.175], [0.356, -0.155, -0.199], [0.789, -0.336, 0.025], [0.446, -0.084, -0.011], [0.897, -0.522, -0.742], [-1.789, -0.097, 0.972], [0.072, 0.093, -0.143], [-0.141, 0.015, -0.147], [0.963, -0.301, -0.425], [0.277, 0.778, -0.175], [-0.173, 0.154, 0.031], [0.058, 0.009, -0.104], [0.299, 0.027, -0.243], [0.024, -0.030, 0.340], [-0.370, -0.205, 0.577], [0.985, -1.929, -0.110], [0.391, -1.781, 0.430], [0.200, 1.608, -0.430], [-0.119, 0.474, 0.633], [0.441, -0.456, 0.006], [-1.240, 1.254, 0.014], [-0.493, 0.672, -0.154], [0.028, 0.102, -0.222], [-0.558, -0.246, -0.183], [-0.421, 0.469, -0.088], [0.688, -0.206, 0.152], [0.391, -0.108, 0.367], [-0.763, -0.484, 0.764], [1.006, -1.024, 0.335], [-0.432, 1.496, -0.769], [0.149, -0.259, 1.357], [-0.137, 0.118, -1.490], [-0.022, -0.361, -0.116], [0.000, 0.249, -0.515], [-0.149, -0.108, 0.181], [-0.141, -0.316, -0.612], [0.006, 0.860, 0.489], [0.216, -0.787, 0.631], [0.161, 1.123, 0.283], [-0.462, -0.746, 0.301], [0.308, -0.187, 0.581], [-0.043, -0.573, 0.430], [-0.884, 1.063, -0.548], [-0.079, -0.129, -0.416], [0.158, 0.020, -0.139], [0.375, 0.321, 0.031], [0.209, 0.397, -0.198], [0.284, -0.355, -0.833]], "lumo_ev": 0.40, "orbital_gap_ha": 0.32510, "smiles": "CCOC(=O)OC.CCOC(=O)OC.CCOC(=O)OC.c1cc[nH]c1.c1ccncc1.c1ccncc1.c1ccncc1.c1ccncc1.c1ccncc1.c1ccncc1", "total_energy_ev": -77515.527, "homo_ev": -8.4421, "max_force_ev_per_a": 3.1}